(1)
82
Properties=species:S:1:pos:R:3 method="wB97M-V/def2-TZVPD" gap_ev=1.083 e_homo_ev=-10.241 charge=+1 lumo_ev=-9.16 mol_weight_da=719.760 total_energy_ev=-131147.1065
C -3.017 -0.333 -0.703
C -1.625 -0.243 -1.369
S -0.302 -0.063 -0.121
C 0.798 1.303 -0.553
N 0.189 2.650 -0.606
C -0.555 3.099 -1.531
N -0.528 2.703 -2.783
N -1.440 4.145 -1.208
H -3.250 -1.372 -0.493
H -3.749 0.064 -1.402
H -3.040 0.184 0.247
H -1.461 -1.160 -1.932
H -1.659 0.560 -2.100
H 1.534 1.331 0.244
H 1.370 1.064 -1.450
H 0.427 3.295 0.126
H -1.449 2.538 -3.162
H 0.101 1.927 -2.938
H -1.736 4.542 -2.097
H -2.274 3.756 -0.713
B 2.597 -2.491 0.033
F 1.768 -2.786 -1.060
F 3.761 -3.285 -0.024
F 2.958 -1.118 -0.011
F 1.920 -2.751 1.221
C 6.657 -4.678 4.389
C 5.746 -3.693 5.113
C 4.647 -3.069 4.188
O 5.106 -2.071 3.335
C 5.706 -2.520 2.136
N 6.557 -2.673 5.744
H 7.385 -4.180 3.748
H 7.219 -5.267 5.112
H 6.076 -5.368 3.776
H 5.227 -4.248 5.898
H 3.906 -2.587 4.826
H 4.118 -3.850 3.631
H 5.234 -3.425 1.756
H 6.780 -2.683 2.287
H 5.591 -1.735 1.391
H 5.962 -2.071 6.308
H 6.907 -2.054 5.018
O 2.243 -6.050 0.724
V 2.672 -6.033 2.352
O 3.091 -6.178 3.993
C -0.781 -1.857 -7.209
C 0.011 -0.569 -7.004
C -0.132 0.016 -5.589
O -1.362 0.691 -5.350
C -2.452 -0.154 -4.989
N -0.375 0.402 -8.031
H -1.850 -1.676 -7.318
H -0.449 -2.360 -8.115
H -0.633 -2.544 -6.375
H 1.066 -0.812 -7.149
H 0.651 0.777 -5.468
H 0.046 -0.742 -4.818
H -2.125 -1.005 -4.387
H -2.978 -0.502 -5.877
H -3.154 0.439 -4.402
H 0.225 1.228 -7.961
H -1.303 0.751 -7.797
F -4.045 1.424 2.153
O 1.489 3.263 -7.270
V 0.216 3.814 -6.301
O -1.047 4.379 -5.314
F 1.482 -3.286 3.757
Be -2.782 5.029 0.408
C -5.282 4.219 5.931
C -5.469 2.748 5.592
C -6.656 2.794 4.640
O -6.584 4.056 3.958
C -5.620 4.889 4.608
H -4.283 4.464 6.288
H -6.001 4.519 6.696
H -4.584 2.373 5.070
H -5.645 2.116 6.460
H -7.604 2.757 5.184
H -6.643 1.984 3.911
H -4.737 4.955 3.958
H -6.028 5.892 4.740
Cl -2.749 2.403 2.030

***

(2)
80
Properties=species:S:1:pos:R:3 method="wB97M-V/def2-TZVPD" smiles="CCOP(=O)(OCC)OCC.CCOP(=O)(OCC)OCC.C[N+](=O)[O-].C[N+](=O)[O-].C[N+](=O)[O-].C[N+](=O)[O-]" gap_ev=10.471 e_homo_ev=-10.584 charge=0 lumo_ev=-0.11 mol_weight_da=608.472 total_energy_ev=-74565.8366
C -4.367 2.639 -1.933
C -3.286 3.683 -1.966
O -2.049 2.987 -2.127
P -0.758 3.260 -1.236
O -0.984 3.484 0.184
O 0.061 1.971 -1.562
C 0.302 1.378 -2.865
C 0.696 2.330 -3.962
O -0.046 4.446 -2.000
C -0.100 5.801 -1.509
C 1.318 6.249 -1.156
H -4.172 1.892 -1.162
H -5.400 2.972 -1.790
H -4.454 2.094 -2.881
H -3.425 4.373 -2.803
H -3.308 4.299 -1.063
H 1.053 0.604 -2.695
H -0.612 0.842 -3.134
H 1.580 2.934 -3.760
H 0.880 1.774 -4.882
H -0.124 3.021 -4.171
H -0.418 6.402 -2.359
H -0.786 5.853 -0.667
H 1.394 7.333 -1.114
H 1.690 5.816 -0.229
H 1.940 5.853 -1.962
C 1.577 3.438 2.366
C 0.963 2.044 2.530
O 1.900 1.287 3.340
P 1.423 -0.017 4.100
O 0.087 -0.482 3.728
O 2.623 -0.984 3.777
C 2.597 -2.345 4.214
C 1.645 -3.217 3.419
O 1.672 0.292 5.631
C 0.971 1.390 6.224
C 1.328 1.519 7.679
H 1.989 3.780 3.313
H 2.369 3.367 1.623
H 0.772 4.099 2.050
H 0.000 2.181 3.017
H 0.868 1.543 1.572
H 3.605 -2.739 4.090
H 2.357 -2.394 5.280
H 1.858 -4.268 3.616
H 0.606 -3.026 3.688
H 1.767 -3.030 2.351
H 1.249 2.325 5.727
H -0.109 1.276 6.099
H 2.406 1.452 7.840
H 1.068 2.523 8.033
H 0.813 0.843 8.361
C -0.207 -1.204 0.090
N 0.891 -2.001 -0.551
O 2.039 -1.753 -0.250
O 0.559 -2.880 -1.323
H -0.025 -0.173 -0.205
H -0.149 -1.361 1.162
H -1.106 -1.581 -0.380
C -4.398 -1.783 -3.707
N -3.160 -1.147 -3.217
O -3.115 -0.819 -2.047
O -2.268 -0.990 -4.022
H -5.217 -1.500 -3.057
H -4.255 -2.861 -3.674
H -4.552 -1.468 -4.731
C 2.483 -5.382 -2.499
N 2.538 -6.185 -3.715
O 1.694 -5.962 -4.556
O 3.441 -6.993 -3.809
H 3.354 -4.715 -2.542
H 2.660 -5.971 -1.606
H 1.635 -4.713 -2.502
C -0.854 -5.891 -1.207
N -1.447 -6.719 -2.279
O -0.722 -6.991 -3.216
O -2.603 -7.060 -2.161
H -1.603 -5.727 -0.435
H -0.654 -4.895 -1.598
H 0.011 -6.418 -0.828